No. 1
Molecular formula: C14H48O13
Method: DFT, ωB97M-V/def2-TZVPD

Last column: Löwdin charge in e.
Atoms and positions in Å:
C1 -5.499 -7.404 10.344  -0.260
C2 -5.630 -7.720 11.758  -0.229
O1 -7.051 -7.992 11.951  -0.082
O2 -6.413 -6.316 10.054  -0.074
H1 -5.719 -8.255 9.695  0.128
H2 -4.449 -7.149 10.213  0.119
H3 -5.227 -6.977 12.445  0.129
H4 -5.125 -8.688 11.918  0.135
H5 -7.500 -7.186 11.709  0.062
H6 -6.349 -6.213 9.083  0.101
C3 -8.553 -6.512 18.961  -0.200
C4 -9.700 -7.011 19.904  -0.220
O3 -9.290 -8.224 20.557  -0.089
O4 -7.876 -7.665 18.435  -0.103
H7 -7.812 -5.950 19.540  0.115
H8 -8.999 -5.854 18.200  0.114
H9 -10.675 -7.159 19.409  0.109
H10 -9.849 -6.281 20.695  0.105
H11 -8.748 -8.687 19.907  0.039
H12 -8.306 -7.903 17.602  0.035
C5 -11.420 -13.864 12.522  -0.310
C6 -10.841 -13.605 13.807  -0.263
O5 -10.963 -12.229 14.104  -0.102
O6 -10.868 -13.058 11.538  -0.031
H13 -12.540 -13.854 12.479  0.133
H14 -11.174 -14.908 12.244  0.133
H15 -9.799 -13.842 13.781  0.122
H16 -11.375 -14.246 14.544  0.140
H17 -10.674 -11.992 15.010  0.057
H18 -10.734 -12.193 11.907  0.072
O7 -6.352 -9.242 14.763  -0.053
H19 -7.006 -9.107 15.473  0.011
H20 -6.757 -9.055 13.936  -0.020
O8 -13.211 -11.076 15.368  -0.057
H21 -14.104 -11.297 15.176  0.016
H22 -12.694 -11.313 14.568  0.029
O9 -10.566 -11.256 16.784  -0.067
H23 -9.862 -11.762 17.285  0.038
H24 -11.399 -11.363 17.271  0.075
C7 -6.354 -10.961 17.908  -0.052
C8 -7.704 -11.304 18.558  -0.257
O10 -8.374 -12.393 17.857  -0.108
H25 -6.530 -10.769 16.863  0.050
H26 -5.702 -11.868 17.942  0.090
H27 -5.822 -10.147 18.380  0.079
H28 -8.406 -10.468 18.580  0.082
H29 -7.597 -11.623 19.621  0.127
H30 -8.291 -13.190 18.408  0.110
C9 -10.941 -4.079 12.191  -0.062
C10 -11.818 -4.019 13.468  -0.277
O11 -13.147 -3.726 13.008  -0.113
H31 -9.979 -4.473 12.492  0.063
H32 -10.794 -3.109 11.794  0.058
H33 -11.297 -4.786 11.428  0.084
H34 -11.484 -3.227 14.176  0.116
H35 -11.822 -4.924 14.079  0.091
H36 -13.727 -3.664 13.788  0.102
C11 -10.362 -8.653 14.275  -0.041
C12 -10.240 -8.291 15.764  -0.286
O12 -9.108 -8.887 16.350  -0.118
H37 -9.615 -8.122 13.684  0.065
H38 -11.302 -8.349 13.828  0.056
H39 -10.182 -9.739 14.249  0.070
H40 -11.123 -8.629 16.337  0.117
H41 -10.175 -7.208 15.879  0.107
H42 -9.316 -9.752 16.725  0.051
C13 -14.180 -7.459 13.246  -0.077
C14 -15.228 -6.435 12.716  -0.335
O13 -14.738 -5.690 11.632  -0.082
H43 -13.812 -7.975 12.349  0.077
H44 -14.431 -8.136 14.027  0.053
H45 -13.325 -6.830 13.550  0.049
H46 -15.556 -5.906 13.597  0.092
H47 -16.143 -6.917 12.298  0.116
H48 -14.215 -4.933 11.944  0.045

Atoms 1-6, force components in eV/Å:
0.4149 1.0017 -1.1023
-1.6598 -1.9082 0.7195
1.0792 -0.3800 1.1039
1.0494 -0.4129 -1.1364
-0.1552 -0.0699 0.2186
0.2015 0.4699 -0.5679

As for the multiplicity: 1. As for the SMILES: OCCO.OCCO.OCCO.CCO.CCO.CCO.CCO.O.O.O. As for the total charge: 0. The value obtained for the energy above the lowest of the compared OMol25 structures with the same formula, charge and spin is 0.0 kcal/mol. For the HOMO energy, the calculation gives -9.9 eV. As for the LUMO energy: 0.308 eV.



No. 2
Molecular formula: C14H49F6N3O9P
Method: DFT, ωB97M-V/def2-TZVPD

Last column: Löwdin charge in e.
Atoms and positions in Å:
P1 1.079 1.239 -1.848  0.235
F1 2.611 1.662 -2.210  -0.193
F2 1.029 2.503 -0.716  -0.251
F3 0.489 2.436 -2.829  -0.217
F4 -0.489 0.868 -1.524  -0.205
F5 1.229 0.088 -2.966  -0.170
F6 1.480 0.243 -0.604  -0.195
C1 -3.472 4.512 -8.268  -0.105
C2 -4.861 5.023 -8.258  -0.330
O1 -5.271 5.010 -9.633  -0.097
H1 -3.554 3.471 -8.580  0.075
H2 -3.024 4.544 -7.275  0.084
H3 -2.856 4.917 -9.072  0.081
H4 -4.844 6.082 -8.002  0.107
H5 -5.509 4.443 -7.601  0.111
H6 -5.929 5.691 -9.792  0.073
C3 6.170 -6.543 0.170  -0.073
C4 5.035 -5.949 -0.618  -0.464
C5 3.688 -6.638 -0.426  -0.168
O2 3.634 -8.103 -0.489  -0.176
C6 3.956 -8.599 -1.754  -0.144
N1 4.974 -4.569 -0.173  0.031
H7 6.582 -7.434 -0.304  0.071
H8 5.881 -6.952 1.138  0.082
H9 6.930 -5.793 0.385  0.075
H10 5.316 -6.035 -1.667  0.124
H11 2.915 -6.224 -1.073  0.118
H12 3.200 -6.302 0.489  0.126
H13 3.201 -8.253 -2.460  0.086
H14 4.056 -9.684 -1.770  0.088
H15 4.884 -8.237 -2.197  0.074
H16 4.141 -4.096 -0.494  0.075
H17 5.735 -4.024 -0.554  0.077
C7 -3.568 -4.093 1.319  -0.060
C8 -4.862 -3.524 0.678  -0.428
C9 -6.128 -4.437 0.859  -0.119
O3 -6.139 -5.796 0.214  -0.209
C10 -7.026 -6.714 0.756  -0.158
N2 -5.131 -2.162 1.098  0.027
H18 -2.869 -3.334 1.668  0.073
H19 -3.138 -4.723 0.540  0.074
H20 -3.698 -4.758 2.173  0.067
H21 -4.612 -3.485 -0.382  0.129
H22 -7.064 -3.954 0.581  0.116
H23 -6.210 -4.636 1.928  0.102
H24 -7.979 -6.453 0.295  0.079
H25 -6.957 -6.696 1.843  0.085
H26 -7.065 -7.733 0.370  0.080
H27 -4.246 -1.691 0.978  0.072
H28 -5.269 -2.216 2.098  0.068
C11 -0.668 4.635 5.701  -0.056
C12 0.740 5.176 5.855  -0.420
C13 1.153 5.573 7.288  -0.245
O4 0.443 6.630 7.823  -0.203
C14 -0.040 6.441 9.202  -0.057
N3 1.736 4.253 5.262  0.014
H29 -1.288 4.950 6.541  0.072
H30 -0.598 3.549 5.641  0.075
H31 -1.071 4.975 4.747  0.077
H32 0.806 5.958 5.099  0.125
H33 2.191 5.889 7.395  0.119
H34 1.146 4.678 7.911  0.119
H35 -0.801 7.210 9.338  0.082
H36 0.838 6.572 9.834  0.083
H37 -0.502 5.458 9.290  0.080
H38 2.658 4.628 5.092  0.066
H39 1.443 3.921 4.354  0.069
O5 -3.045 5.315 -0.457  -0.058
H40 -3.594 4.970 0.246  0.023
H41 -2.644 4.541 -0.852  0.034
O6 3.022 7.812 1.083  -0.057
H42 2.385 8.526 1.095  0.024
H43 2.652 7.170 0.477  0.033
O7 1.511 1.613 -7.263  -0.056
H44 1.301 1.527 -6.333  0.030
H45 1.068 0.873 -7.678  0.023
O8 5.943 2.935 0.923  -0.056
H46 6.302 2.084 1.174  0.024
H47 5.443 2.758 0.126  0.031
O9 5.365 -1.316 -5.052  -0.058
H48 4.568 -1.463 -5.561  0.027
H49 5.093 -0.735 -4.341  0.030

Atoms 1-6, force components in eV/Å:
-1.0322 2.6319 2.0348
-0.2886 -0.2517 0.4766
0.2984 -1.2526 -0.0905
0.5879 -1.4093 -1.0222
0.6527 -0.2303 -0.4355
-0.7170 0.2447 0.2091

As for the multiplicity: 1. As for the total charge: -1. The value obtained for the energy above the lowest of the compared OMol25 structures with the same formula, charge and spin is 56.4 kcal/mol. For the HOMO energy, the calculation gives -7.1 eV. As for the LUMO energy: 2.305 eV.



Which formula does entry 1 have?
C14H48O13



Which value of multiplicity does entry 2 give?
1